Model w:
Molecular formula: C3H9NS
Method: DFT, ωB97M-V with the def2-TZVPD basis set

XYZ file:
```
14
Properties=species:S:1:pos:R:3:lowdin_charge:R:1
S -2.07565 1.36404 1.08555 0.697
N 2.33165 -0.04424 -0.45447 -0.015
C -1.50858 0.06298 -0.00857 -0.606
C 0.90082 0.22075 -0.76238 -0.302
C -0.06099 -0.41917 0.24109 -0.277
H 0.22055 -0.09435 1.23989 0.086
H -2.26655 0.60060 2.16625 -0.145
H 2.50733 -1.01976 -0.67714 0.057
H -1.63895 0.36921 -1.05202 0.071
H 0.70775 -0.10755 -1.78258 0.110
H 0.73678 1.30269 -0.72881 0.108
H -0.03360 -1.50212 0.13962 0.105
H 2.39068 0.01986 0.55965 0.056
H -2.21125 -0.75293 0.03389 0.055
```

SMILES: NCCCS
frontier orbital gap: 9.98 eV
multiplicity: 1

Model x:
Molecular formula: C3H9NS
Method: DFT, ωB97M-V with the def2-TZVPD basis set

XYZ file:
```
14
Properties=species:S:1:pos:R:3:lowdin_charge:R:1
S 1.47018 0.53988 1.35371 0.765
N 0.90543 -0.42269 0.31000 -0.597
C 1.95944 -1.11882 -0.46596 -0.234
C -1.73978 0.78047 -1.15842 -0.066
C -2.63125 0.55129 -0.22320 -0.076
H 2.00729 -2.08207 -0.01707 0.048
H 0.28484 1.08861 1.84779 -0.035
H -0.86421 0.20516 -1.04092 -0.006
H -1.77996 1.62219 -1.81907 0.044
H 1.63014 -1.17286 -1.52836 0.077
H -2.43471 -0.19952 0.41691 -0.003
H 1.86976 -0.19676 2.74161 -0.019
H 2.92010 -0.61789 -0.43313 0.043
H -3.59726 1.02300 0.01611 0.059
```

frontier orbital gap: 8.72 eV
multiplicity: 1

model w is preferred energetically. Next in line: 4.239 eV higher.

Model w:
Molecular formula: C3H9NS
Method: DFT, ωB97M-V with the def2-TZVPD basis set

XYZ file:
```
14
Properties=species:S:1:pos:R:3:lowdin_charge:R:1
S -1.78140 -1.14925 -1.57429 0.687
N 0.90306 -1.18242 0.72982 0.026
C -1.17309 -0.24617 -0.11676 -0.552
C 0.65994 1.27840 0.59827 -0.077
C 0.32069 -0.06103 -0.03781 -0.550
H 0.79714 -2.01522 0.15906 0.065
H 0.25873 2.10431 0.01232 0.077
H -1.30548 -0.32873 -2.51791 -0.151
H 0.74343 -0.05245 -1.04451 0.113
H 1.90096 -1.04106 0.84986 0.067
H -1.67020 0.72062 -0.16230 0.064
H 1.71107 1.44822 0.80250 0.071
H -1.51720 -0.83113 0.73056 0.074
H 0.15234 1.35590 1.57117 0.086
```

SMILES: C[C@@H](N)CS
frontier orbital gap: 10.07 eV
multiplicity: 1

Model x:
Molecular formula: C3H9NS
Method: DFT, ωB97M-V with the def2-TZVPD basis set

XYZ file:
```
14
Properties=species:S:1:pos:R:3:lowdin_charge:R:1
S -0.61787 -0.23924 2.08644 0.795
N -1.37426 0.69257 0.99367 -0.478
C -1.34852 1.92666 0.87908 -0.171
C 1.89934 0.20117 -1.96390 -0.039
C -0.72449 -1.80952 1.13833 -0.385
H -1.17696 -2.65619 1.68218 0.022
H -1.51495 -1.64272 0.42136 0.022
H 1.27465 -0.31845 -1.19460 0.021
H 1.10982 0.38601 -2.66462 0.001
H -0.76817 2.58975 1.63176 0.096
H 2.57143 -0.48433 -2.45663 0.014
H -1.96906 2.27902 0.10708 0.045
H 2.25057 1.16254 -1.67250 0.007
H 0.38849 -2.08727 1.01235 0.051
```

SMILES: C=NSC.C
frontier orbital gap: 9.48 eV
multiplicity: 1

model w is preferred energetically. Next in line: 2.019 eV higher.

Model w:
Molecular formula: C3H9NS
Method: DFT, ωB97M-V with the def2-TZVPD basis set

XYZ file:
```
14
Properties=species:S:1:pos:R:3:lowdin_charge:R:1
S 1.06890 0.44392 0.69551 0.810
N 2.04225 -0.62649 -0.11278 -0.439
C 1.15319 1.67673 -0.60776 -0.398
C -2.82085 -0.09802 0.34184 -0.056
C 2.22083 -1.85589 0.18949 -0.169
H -2.02042 -0.58940 0.92993 0.006
H -3.76387 -0.28338 0.80316 -0.001
H 2.94594 -2.52450 -0.29892 0.058
H 1.74033 2.53401 -0.39016 0.013
H -2.57967 0.98188 0.36242 0.019
H 0.04932 1.96587 -0.55759 0.028
H 1.61173 -2.46346 0.94452 0.076
H 1.17403 1.25832 -1.61650 0.043
H -2.82172 -0.41959 -0.68317 0.008
```

SMILES: C=NSC.C
frontier orbital gap: 9.41 eV
multiplicity: 1

Model x:
Molecular formula: C3H9NS
Method: DFT, ωB97M-V with the def2-TZVPD basis set

XYZ file:
```
14
Properties=species:S:1:pos:R:3:lowdin_charge:R:1
S -2.86007 0.81962 -0.22310 0.595
N 0.96471 -0.53470 0.16749 -0.142
C -0.28239 -0.00211 -0.42082 -0.343
C -1.44240 -0.04263 0.56541 -0.665
C 2.18483 0.15659 -0.24682 -0.142
H -3.33899 -0.88481 -0.26120 0.084
H -0.61941 -0.64732 -1.22865 0.102
H 1.94364 1.22342 -0.38196 0.068
H -0.11072 1.06438 -0.66149 0.098
H -1.67230 -1.04092 0.92638 0.054
H 0.89459 -0.42786 1.17143 0.084
H 3.08581 0.01594 0.35720 0.077
H -1.19967 0.52322 1.47238 0.059
H 2.45237 -0.22282 -1.23624 0.072
```

frontier orbital gap: 8.63 eV
multiplicity: 1

model w is preferred energetically. Next in line: 0.650 eV higher.

Model w:
Molecular formula: C3H9NS
Method: DFT, ωB97M-V with the def2-TZVPD basis set

XYZ file:
```
14
Properties=species:S:1:pos:R:3:lowdin_charge:R:1
S -1.05423 0.48874 1.79956 0.190
N 0.35046 0.09846 -1.56227 -0.157
C 0.09408 -1.81261 0.06773 -0.078
C 0.54954 1.52506 -1.39426 -0.158
C 1.07498 -0.81428 -0.70554 -0.292
H -0.65895 -2.27730 -0.55392 0.082
H 1.87574 -1.32683 -1.31797 0.120
H 0.27211 1.96786 -2.34614 0.071
H -0.52997 -1.15561 0.70646 -0.130
H 1.49100 -0.26456 0.19360 0.103
H 0.55486 -2.46447 0.74881 0.061
H 0.08065 1.99866 -0.51887 0.040
H -0.60161 -0.06615 -1.18848 0.075
H 1.61900 1.69024 -1.38815 0.072
```

frontier orbital gap: 5.79 eV
multiplicity: 1

Model x:
Molecular formula: C3H9NS
Method: DFT, ωB97M-V with the def2-TZVPD basis set

XYZ file:
```
14
Properties=species:S:1:pos:R:3:lowdin_charge:R:1
S 1.11132 -0.54038 -0.42375 0.778
N -2.10617 0.65310 -0.56424 -0.018
C -0.39465 -0.97920 0.43653 -0.567
C -1.36518 0.17042 0.61098 -0.382
C 1.70092 1.04185 0.27321 -0.429
H -0.84739 1.01750 1.04454 0.065
H -2.72782 -0.06421 -0.84726 0.037
H -0.32429 -1.48000 1.53148 0.122
H 1.03023 1.56937 0.99748 0.033
H 2.73904 0.92361 0.80056 0.061
H 1.83419 1.80087 -0.51302 0.023
H -2.12862 -0.18130 1.41831 0.136
H -0.76052 -1.77445 -0.21970 0.053
H -1.49915 0.86461 -1.40692 0.088
```

SMILES: CSCCN
frontier orbital gap: 9.55 eV
multiplicity: 1

Model y:
Molecular formula: C3H9NS
Method: DFT, ωB97M-V with the def2-TZVPD basis set

XYZ file:
```
14
Properties=species:S:1:pos:R:3:lowdin_charge:R:1
S -0.16839 0.42053 1.93302 0.658
N -0.96694 1.42000 -2.28334 0.018
C 1.41888 -1.42035 0.42332 -0.188
C -0.00681 -1.24783 1.07455 -0.574
C -0.22054 0.57825 -2.97947 -0.097
H -0.75456 -1.48112 0.29145 0.065
H 1.70153 -0.33635 0.11679 0.066
H 1.26114 -1.94291 -0.57926 0.072
H -0.24796 0.55496 -4.08220 0.064
H 2.27713 -1.67860 1.01150 0.044
H -0.52884 1.02143 0.84107 -0.209
H 0.29230 -0.19978 -2.49428 0.017
H -1.46522 1.92383 -3.01808 0.020
H -0.22190 -1.99052 1.85769 0.045
```

SMILES: C=N.CCS
frontier orbital gap: 9.83 eV
multiplicity: 1

model x is preferred energetically. Next in line: 0.891 eV higher.

Model w:
Molecular formula: C2HNO
Method: DFT, ωB97M-V with the def2-TZVPD basis set

XYZ file:
```
5
Properties=species:S:1:pos:R:3:lowdin_charge:R:1
O -0.51528 -0.43138 -0.46144 0.039
N 1.96640 -0.27532 -0.56493 0.176
C -0.64937 0.26205 0.68988 0.170
C 0.81537 -0.29096 -0.31839 -0.424
H -1.61712 0.73560 0.65488 0.039
```

frontier orbital gap: 8.73 eV
multiplicity: 1

Model x:
Molecular formula: C2HNO
Method: DFT, ωB97M-V with the def2-TZVPD basis set

XYZ file:
```
5
Properties=species:S:1:pos:R:3:lowdin_charge:R:1
O 1.73847 0.87951 -0.12844 -0.048
N 1.02357 -1.75761 0.61665 0.089
C 2.29691 1.56878 0.64297 0.076
C 1.99390 -1.29036 0.90472 -0.131
H 2.76588 -0.57740 1.01025 0.015
```

frontier orbital gap: 12.96 eV
multiplicity: 1

model x is preferred energetically. Next in line: 3.725 eV higher.

Model w:
Molecular formula: C4H12NO2
Method: DFT, ωB97M-V with the def2-TZVPD basis set

XYZ file:
```
19
Properties=species:S:1:pos:R:3:lowdin_charge:R:1
O -3.61236 1.31636 -0.40473 -0.486
O 0.31705 -2.04784 -0.48285 -0.382
N 1.49936 -0.18865 0.87879 -0.122
C 1.28448 1.09070 -1.29420 -0.215
C 0.06283 -0.29458 1.20185 -0.263
C -0.57807 -1.46857 0.34085 -0.512
C 1.79426 1.04635 0.15813 -0.353
H 1.60152 0.19948 -1.83308 0.054
H -1.00741 -2.19362 1.07879 0.060
H -3.42836 1.95563 -1.12365 -0.125
H -0.05317 -0.39373 2.28140 0.068
H 1.34664 1.89371 0.68882 0.076
H 0.19205 1.07422 -1.29748 0.022
H 1.53982 -0.95036 0.16646 0.046
H -1.45479 -1.02024 -0.17408 0.043
H -0.43131 0.63778 0.90388 0.054
H -2.80603 0.77074 -0.38404 -0.057
H 2.87274 1.23895 0.16392 0.071
H 1.61906 2.00133 -1.78982 0.019
```

frontier orbital gap (spin up / spin down): 2.85 / 6.80 eV
multiplicity: 2
charge: -2

Model x:
Molecular formula: C4H12NO2
Method: DFT, ωB97M-V with the def2-TZVPD basis set

XYZ file:
```
19
Properties=species:S:1:pos:R:3:lowdin_charge:R:1
O 0.30257 1.72188 -2.15420 -0.339
O -3.15330 0.01367 -0.05962 -0.184
N -0.49279 0.75471 -0.11402 -0.081
C 0.18650 -1.46642 0.71048 -0.383
C -0.13619 0.60057 -1.62246 -0.574
C 1.85962 0.48427 0.65087 -0.215
C 0.41874 0.03835 0.79070 -0.539
H 2.01751 1.51127 1.01830 0.047
H 2.51459 -0.15676 1.26435 -0.009
H 0.51868 -0.28061 -1.66141 0.057
H 0.48743 -1.85945 -0.26246 0.016
H 2.20364 0.38322 -0.37791 0.052
H -0.90285 -1.60981 0.77253 0.014
H -1.09368 0.14442 -2.02535 0.070
H -0.23714 1.74078 -0.01917 0.082
H -2.86427 -0.87372 -0.28076 -0.024
H -2.29348 0.50834 0.00073 -0.016
H 0.07429 0.33506 1.78819 0.091
H 0.59014 -1.98974 1.58122 -0.067
```

frontier orbital gap (spin up / spin down): 2.68 / 6.90 eV
multiplicity: 2
charge: -2

model x is preferred energetically. Next in line: 0.236 eV higher.

Model w:
Molecular formula: C3H12N3O2
Method: DFT, ωB97M-V with the def2-TZVPD basis set

XYZ file:
```
20
Properties=species:S:1:pos:R:3:lowdin_charge:R:1
O 2.38777 0.70854 -0.58692 -0.201
O -2.33009 -0.45886 0.46325 -0.083
N -1.59122 -2.18704 -0.44410 0.142
N -1.80205 -0.95397 -0.64972 0.049
N 0.38326 -0.24153 -0.97506 0.046
C 3.34446 0.58137 0.43514 -0.094
C -2.90631 0.84722 0.47579 -0.019
C 1.04042 0.71514 -0.06323 -0.238
H -0.97549 -2.58169 -1.17338 0.159
H -1.49889 -2.70323 0.43886 0.175
H 0.92965 0.30191 0.99608 0.147
H 2.95827 1.29462 1.18243 0.093
H -2.20801 1.65968 0.20055 0.102
H 0.45298 0.05712 -1.93623 0.106
H 0.61206 1.70843 -0.16512 0.123
H -3.11419 1.15257 1.58277 0.143
H 0.61828 -1.23756 -0.80913 0.098
H 4.31971 0.81743 0.12794 0.076
H -3.86832 1.00142 0.11727 0.070
H 3.24771 -0.48157 0.78283 0.105
```

frontier orbital gap: 7.67 eV
multiplicity: 1
charge: +1

Model x:
Molecular formula: C3H12N3O2
Method: DFT, ωB97M-V with the def2-TZVPD basis set

XYZ file:
```
20
Properties=species:S:1:pos:R:3:lowdin_charge:R:1
O 0.55514 1.67880 -0.86733 -0.174
O -1.24629 -1.26670 -0.48919 -0.067
N -0.92236 0.63642 0.89480 0.195
N 1.36841 -1.03908 0.49988 0.228
N -0.53258 -0.21609 -0.06435 -0.206
C -0.09347 0.56281 -1.26745 -0.146
C 1.89480 1.88213 -0.62353 -0.074
C -2.04106 -1.92179 0.51492 0.007
H -0.45240 1.51339 0.78509 0.123
H 0.54954 -0.19982 -1.90016 0.195
H 2.61759 1.57452 -1.45803 0.138
H -2.34675 -1.06321 1.11621 0.074
H -1.39717 -2.41551 1.31184 0.121
H -0.84637 0.40452 1.85403 0.129
H -1.05353 0.95161 -1.71978 0.179
H 1.29955 -0.95476 1.41352 -0.044
H 2.06584 1.38997 0.24899 0.032
H 1.46862 -2.01564 0.23469 0.054
H -2.87117 -2.46745 0.03329 0.126
H 1.98368 2.96589 -0.51743 0.111
```

frontier orbital gap (spin up / spin down): 9.45 / 9.00 eV
multiplicity: 1
charge: +1

model w is preferred energetically. Next in line: 2.181 eV higher.